Density functional theory data (ωB97M-V/def2-TZVPD) for a gas-phase ion, C5H10NO (charge +1).

Total charge   +1
Strongest force on any atom   4.2 eV/Å
Relative energy (zero: lowest compared OMol25 entry of this formula, charge and spin)   213.5 kJ/mol
Spin multiplicity   1
E_HOMO   -0.496 hartree

Geometry (Å):
C: 2.737 -0.418 0.152
N: 1.347 -0.514 -0.273
C: 0.553 0.447 0.093
C: -0.843 0.351 -0.040
C: -1.773 1.522 -0.042
C: -1.334 -0.938 -0.043
O: -2.614 -1.091 0.044
H: 3.025 -1.019 1.016
H: 3.488 -0.728 -0.683
H: 3.028 0.664 0.098
H: 0.887 -1.187 -0.868
H: 1.132 1.191 0.500
H: -1.740 1.952 1.038
H: -2.763 1.211 -0.393
H: -1.329 2.244 -0.833
H: -0.722 -1.756 -0.008
H: -3.079 -1.930 0.243

Atom charges from the Löwdin analysis, given in e for atoms 1 to 6: -0.034, 0.014, -0.005, -0.235, -0.021, -0.096

---

Density functional theory data (ωB97M-V/def2-TZVPD) for 2 unconnected molecules or ions with the total composition C5H10NO.

Total charge   +1
Strongest force on any atom   3.3 eV/Å
Relative energy (zero: lowest compared OMol25 entry of this formula, charge and spin)   444.1 kJ/mol
Spin multiplicity   1
E_HOMO   -0.538 hartree

Geometry (Å):
C: -0.816 -0.940 -0.950
C: -1.542 1.152 1.749
C: 0.254 -0.619 -0.003
C: 1.213 -1.125 0.950
C: 0.517 1.168 -1.750
N: 0.191 0.083 -1.030
O: -0.413 0.759 1.558
H: -1.025 -1.817 -1.536
H: -1.818 -0.593 -0.664
H: -1.664 2.135 2.256
H: -2.553 0.845 1.291
H: 1.919 -0.363 0.848
H: 1.716 -2.010 0.555
H: 0.851 -1.239 1.957
H: 1.563 1.208 -1.979
H: -0.087 1.067 -2.624
H: 0.259 2.047 -1.277

Atom charges from the Löwdin analysis, given in e for atoms 1 to 6: 0.049, -0.023, -0.192, 0.041, 0.014, -0.012

---

Density functional theory data (ωB97M-V/def2-TZVPD) for 2 unconnected molecules or ions with the total composition C5H10NO.

Total charge   +1
Strongest force on any atom   1.6 eV/Å
Relative energy (zero: lowest compared OMol25 entry of this formula, charge and spin)   249.5 kJ/mol
Spin multiplicity   3
E_HOMO (alpha / beta)   -0.409 / -0.601 hartree

Geometry (Å):
C: -3.087 0.398 0.316
C: 0.936 1.380 0.698
C: 0.564 0.206 -1.508
C: 0.569 -1.117 0.599
C: 0.653 0.183 -0.072
N: -1.958 0.264 0.264
O: 0.315 -2.149 -0.296
H: -4.137 0.524 0.368
H: 1.949 1.721 0.458
H: 0.854 1.239 1.773
H: 0.292 2.201 0.374
H: 0.798 1.166 -1.957
H: -0.454 -0.102 -1.779
H: 1.158 -0.613 -1.931
H: -0.175 -1.067 1.408
H: 1.541 -1.250 1.117
H: 0.182 -2.983 0.168

Atom charges from the Löwdin analysis, given in e for atoms 1 to 6: 0.043, -0.056, -0.064, -0.151, -0.404, 0.128

---

Density functional theory data (ωB97M-V/def2-TZVPD) for a molecular structure, C5H10NO2.

Total charge   -1
Strongest force on any atom   3.3 eV/Å
Relative energy (zero: lowest compared OMol25 entry of this formula, charge and spin)   521.7 kJ/mol
Spin multiplicity   1
E_HOMO   -0.157 hartree

Geometry (Å):
O: -1.338 -2.204 -0.105
C: -1.119 -1.307 -0.999
O: -1.966 -0.691 -1.699
C: 0.354 -0.879 -1.188
C: 0.543 0.474 -0.503
C: 0.164 0.288 0.943
C: 0.959 1.109 1.853
N: 2.003 1.968 1.564
H: 0.573 -0.772 -2.227
H: 1.062 -1.632 -0.791
H: -0.089 1.275 -0.998
H: 1.617 0.708 -0.578
H: -0.628 -0.398 1.340
H: 1.286 -0.001 1.373
H: 0.243 4.221 -0.061
H: 0.599 1.054 2.869
H: 0.734 3.864 0.432
H: 1.612 2.945 1.481

Atom charges from the Löwdin analysis, given in e for atoms 1 to 6: -0.131, -0.737, -0.087, -0.165, -0.210, -0.055

---

Number 1: total energy -8876.36736 eV. Number 2: total energy -8873.97774 eV. Number 3: total energy -8871.62655 eV. Number 4: total energy -10928.85787 eV.